Formula: C42H42As3F4GeN4Na
Source: the Open Molecules 2025 dataset
Level of theory: ωB97M-V with the def2-TZVPD basis set

The geometry in XYZ format:
```
97
Properties=species:S:1:pos:R:3:forces:R:3:mulliken_charge:R:1
Na 0.8027 1.4929 0.3856 0.600 0.806 -0.097 -0.12
C -2.2721 4.2801 -1.8259 0.108 -0.043 0.144 -1.29
As -1.4094 2.7402 -0.9182 -0.354 0.412 -0.544 0.50
C -0.7941 1.8831 -2.5644 0.039 -0.165 -0.130 -0.84
C -3.0036 1.6047 -0.6967 -0.124 -0.167 0.029 -1.25
C -3.7426 1.5949 0.6570 0.021 0.206 0.097 2.66
C -4.0411 3.0333 1.0911 0.122 -0.194 -0.035 -1.92
C -2.9427 0.8507 1.7348 -0.107 -0.084 0.054 -0.98
As -1.1666 1.5233 2.2845 -0.564 0.259 0.754 1.06
C -0.7840 0.0353 3.4784 0.031 -0.173 0.089 -1.15
C -1.7647 2.7599 3.7187 0.072 0.008 -0.057 -1.33
C -5.0514 0.8188 0.4079 -0.015 -0.105 -0.001 -2.01
As -6.5884 0.6608 1.6533 0.003 0.239 0.054 0.32
C -5.8696 0.8499 3.4804 0.005 -0.017 -0.029 -1.05
C -7.3224 2.4942 1.5075 -0.012 -0.029 0.064 -1.12
H -2.9780 3.9417 -2.5860 0.017 -0.060 0.015 0.36
H -1.4942 4.8757 -2.3055 -0.002 -0.005 0.002 0.40
H -2.7944 4.9144 -1.1096 0.002 -0.032 0.027 0.38
H -1.6004 1.7927 -3.2938 -0.020 0.006 0.017 0.37
H -0.4356 0.8831 -2.3188 -0.011 0.000 -0.043 -0.09
H 0.0234 2.4561 -3.0042 -0.016 0.044 0.020 0.48
H -2.6672 0.5928 -0.9326 -0.001 0.012 -0.005 0.04
H -3.6985 1.9126 -1.4853 0.021 0.011 0.001 0.87
H -3.1053 3.5914 1.1815 -0.046 0.088 0.023 0.29
H -4.5382 3.0513 2.0624 0.049 0.072 -0.054 0.11
H -4.6780 3.5314 0.3550 0.005 0.054 0.035 0.40
H -2.7516 -0.1689 1.3912 -0.003 -0.016 -0.017 0.33
H -3.5441 0.7763 2.6442 0.103 -0.018 -0.092 0.08
H -1.5872 -0.1159 4.2025 -0.034 0.025 -0.029 0.38
H 0.1501 0.2471 3.9975 0.011 0.030 -0.039 0.42
H -0.6569 -0.8776 2.8978 0.003 -0.017 -0.010 0.17
H -2.6931 2.4215 4.1838 0.013 -0.032 -0.001 0.32
H -1.9009 3.7720 3.3360 -0.031 -0.019 -0.014 0.35
H -0.9787 2.7873 4.4747 0.005 0.005 -0.008 0.43
H -4.7889 -0.2172 0.1755 -0.011 0.016 -0.041 0.46
H -5.5380 1.2158 -0.4911 -0.035 -0.030 0.007 0.63
H -5.2753 -0.0278 3.7306 0.001 0.018 0.015 0.32
H -6.7164 0.8917 4.1669 -0.057 -0.009 -0.058 0.39
H -5.2671 1.7477 3.6158 -0.008 -0.040 -0.012 0.21
H -7.4510 2.7472 0.4546 0.010 -0.017 -0.006 0.31
H -6.6877 3.2452 1.9773 -0.011 -0.052 -0.038 0.29
H -8.3035 2.5205 1.9831 -0.001 -0.040 0.000 0.38
F -1.4766 -1.4771 -2.6839 -0.064 0.265 0.016 -0.23
C -1.2754 -2.8093 -2.6404 0.006 -0.264 0.238 0.31
C -1.3726 -3.4967 -3.8299 0.109 -0.232 0.018 0.21
F -1.6465 -2.7721 -4.9297 -0.035 0.110 -0.130 -0.39
C -1.2067 -4.8864 -3.9393 0.010 0.153 0.199 0.55
C -0.9170 -5.4881 -2.7047 -0.071 0.137 -0.238 0.30
C -0.8167 -4.7936 -1.5177 0.083 0.233 -0.038 -0.13
F -0.4877 -5.4920 -0.4167 0.026 -0.136 0.131 -0.45
C -0.9993 -3.4164 -1.4152 -0.096 0.023 -0.144 0.66
C -0.9104 -2.6794 -0.1524 -0.048 -0.083 -0.082 0.20
C -0.6256 -1.3306 -0.0966 0.098 0.219 0.016 -0.77
N -0.3933 -0.1912 0.0123 -0.457 -1.019 -0.434 0.49
C -1.1166 -3.2763 1.1068 -0.194 -0.047 0.165 -0.35
N -1.3193 -3.7021 2.1656 0.068 -0.003 -0.024 -0.83
F -0.7153 -6.8160 -2.6579 0.040 -0.182 0.082 -0.39
C -1.3233 -5.6126 -5.1798 -0.023 -0.056 -0.138 0.27
C -1.1425 -7.0053 -5.2985 0.064 -0.235 0.036 0.13
N -1.0082 -8.1417 -5.4869 -0.006 0.048 0.040 -0.82
C -1.6639 -5.0155 -6.4110 -0.061 0.140 -0.127 0.14
N -1.9451 -4.6062 -7.4589 0.018 0.020 0.040 -0.82
C 2.2840 1.3230 2.1793 0.231 0.048 0.344 -1.17
Ge 3.5530 0.4581 1.0121 1.226 -0.307 -0.212 1.54
C 2.9603 -0.8824 -0.3277 -0.079 0.206 0.221 -0.06
C 2.6697 -0.5667 -1.6534 0.092 0.129 -0.003 0.32
C 2.2804 -1.5454 -2.5582 -0.033 -0.034 -0.030 -1.16
C 2.1650 -2.8639 -2.1433 -0.016 -0.057 -0.036 -0.20
C 2.4013 -3.1897 -0.8145 0.009 -0.005 -0.007 -1.03
C 2.7855 -2.2046 0.0828 -0.022 0.003 0.011 -0.59
C 5.1534 -0.4059 1.8778 -0.359 0.032 0.022 -0.06
C 5.7736 -1.5630 1.4104 0.016 0.078 -0.066 0.03
C 6.8583 -2.1177 2.0784 0.044 -0.013 0.004 -0.65
C 7.3523 -1.5148 3.2258 0.043 -0.016 0.004 -0.38
C 6.7575 -0.3530 3.6986 0.050 -0.002 0.019 -0.58
C 5.6684 0.1870 3.0305 -0.090 0.075 0.003 -0.45
C 4.4491 1.9598 0.0228 -0.273 -0.055 0.060 0.06
C 4.9727 1.8988 -1.2673 0.080 -0.104 -0.008 0.03
C 5.5376 3.0169 -1.8688 0.043 0.045 -0.031 -0.69
C 5.6097 4.2191 -1.1796 0.003 0.015 0.008 -0.34
C 5.1159 4.2951 0.1162 0.043 0.036 -0.045 -0.64
C 4.5334 3.1797 0.7000 -0.048 -0.032 0.051 -0.49
H 2.7594 0.4627 -1.9912 -0.022 -0.049 -0.045 0.65
H 2.0612 -1.2826 -3.5864 -0.012 0.010 0.003 0.40
H 1.8676 -3.6344 -2.8448 -0.050 0.021 0.000 0.49
H 2.2663 -4.2103 -0.4768 -0.027 0.012 0.009 0.33
H 2.9404 -2.4642 1.1247 0.038 -0.053 -0.011 0.54
H 5.4127 -2.0373 0.5065 -0.045 -0.053 -0.005 0.29
H 7.3165 -3.0264 1.7046 0.000 0.013 -0.016 0.38
H 8.1988 -1.9468 3.7473 -0.014 -0.001 0.005 0.34
H 7.1420 0.1243 4.5932 -0.022 0.014 -0.005 0.37
H 5.1933 1.0867 3.4108 0.006 -0.030 0.049 0.31
H 4.9551 0.9610 -1.8124 -0.030 0.029 -0.003 0.42
H 5.9223 2.9535 -2.8805 0.010 -0.032 0.012 0.38
H 6.0490 5.0914 -1.6499 0.004 -0.006 0.005 0.36
H 5.1813 5.2268 0.6669 -0.027 -0.004 0.000 0.37
H 4.1218 3.2435 1.7030 -0.009 0.049 -0.021 0.27
```
Positions in Å, forces in eV/Å.

Output
**Energy relative to the best compared isomer or geometry (same formula, charge and spin)**: 126.9 kJ/mol
**Charge**: -2
**Maximum force**: 1.28 eV/Å
**HOMO-LUMO gap (alpha / beta)**: 4.707 / 4.701 eV